[1]
DFT (wB97M-V/def2-TZVPD) results for C19H25N3NbSSi as an isolated structure in a non-equilibrium geometry.

* DFT total energy: -44810.4530 eV
* Kohn-Sham gap (alpha / beta): 5.825 / 5.810 eV
* charge: +3

Geometry (Å):
C 0.8283 1.3787 3.8638
C 0.8946 1.9576 2.5620
C -0.4164 2.3628 2.1883
H 1.7880 2.0650 1.9544
C -1.3456 1.8722 3.1449
C -0.5767 1.3245 4.2307
H -0.9199 1.1636 5.2450
H 1.6926 1.2008 4.4924
H -0.6880 2.9469 1.3127
H -2.4307 1.9316 3.1078
Nb -0.2254 0.0590 2.5524
C -0.1066 0.5813 -0.3424
H -0.8421 0.8589 -1.0890
H 0.1808 -0.5493 -0.2664
H 0.8234 1.1574 -0.4596
Si -0.2719 -1.2524 -1.9272
C 1.3940 -1.0804 -2.7366
C 2.1585 0.1054 -2.8002
H 1.8343 1.0022 -2.2726
C 3.3495 0.1313 -3.5335
H 3.9200 1.0621 -3.6053
C 3.7825 -1.0171 -4.2071
H 4.6723 -0.9659 -4.8404
C 3.0336 -2.1966 -4.1294
H 3.3611 -3.0768 -4.6787
C 1.8536 -2.2340 -3.3861
H 1.2843 -3.1552 -3.2763
C -1.4892 -0.3457 -3.0294
C -1.1080 0.1330 -4.2960
H -0.1675 -0.1849 -4.7452
C -1.8762 1.0833 -4.9745
H -1.5278 1.4893 -5.9215
C -3.0510 1.5668 -4.4048
H -3.6120 2.3491 -4.9130
C -3.4805 1.0528 -3.1794
H -4.4006 1.4502 -2.7581
C -2.7335 0.0801 -2.5074
H -3.0685 -0.3184 -1.5495
H -0.7318 -2.5943 -1.4262
H -0.5559 0.8878 0.6551
N -1.4519 -1.1074 4.0331
N -0.7112 -1.0462 5.2589
C 0.5893 -1.4118 5.1640
N 1.2308 -1.6524 6.3198
S 1.3853 -1.4126 3.6068
H -1.6155 -2.0984 3.7951
H -2.4092 -0.7493 4.1573
H -1.2382 -1.3863 6.0781
H 2.2198 -1.8685 6.3070
H 0.7750 -1.5500 7.2261

Atoms 1-3, force components in eV/Å:
-0.2095 2.9684 1.2185
0.2039 1.2834 1.1675
-0.1518 -0.2417 -0.2649



[2]
DFT (wB97M-V/def2-TZVPD) results for C8H14O4Tl as an isolated structure in a non-equilibrium geometry.

* DFT total energy: -21364.3087 eV
* Kohn-Sham gap: 2.953 eV
* ΔE to the lowest compared entry with this formula, charge and spin: 304.6 kJ/mol
* charge: +3

Geometry (Å):
C -1.4770 -2.7346 1.2003
O -0.6997 -1.7413 1.9237
C -1.1123 -0.3969 1.6430
C 0.1290 0.6780 1.6750
C 1.4793 0.1181 0.9875
C 1.6871 0.5421 -0.5520
C 0.3508 0.7503 -1.4038
C 0.1794 0.0728 -2.8655
O -0.7201 1.0573 -3.4924
C -0.9191 2.1768 -2.5893
O -1.8964 2.9240 -2.4623
O 0.3293 2.1450 -1.8243
H -0.8355 -3.6969 1.1539
H -2.4365 -2.9572 1.8156
H -1.7148 -2.4356 0.1212
H -1.8153 -0.0685 2.5140
H -1.7423 -0.3171 0.6811
H -0.2761 1.6092 1.1164
H 0.3175 0.9213 2.7789
H 1.6272 -1.0256 1.1131
H 2.3912 0.5944 1.5798
H 2.4268 -0.2118 -1.0348
H 2.2538 1.5522 -0.5534
H -0.6855 0.6144 -0.9209
H -0.5494 -0.7979 -2.6628
H 1.1012 -0.2624 -3.4559
Tl 2.6073 0.8898 3.5143

Atoms 1-3, force components in eV/Å:
0.8632 -1.4404 -0.3903
-1.9371 1.7879 -1.7400
0.9563 -0.2275 -0.3712



[3]
DFT (wB97M-V/def2-TZVPD) results for C30H41GdN4O7P as an isolated structure in a non-equilibrium geometry.

* DFT total energy: -82195.6601 eV
* <S²>: 16.011
* Kohn-Sham gap (alpha / beta): 6.776 / 4.576 eV
* multiplicity: 8
* charge: -1

Geometry (Å):
Gd -0.0242 -0.0558 -0.1239
O -3.7752 0.4757 0.7731
C -3.2064 -0.3115 -0.0300
O -2.2193 -0.0106 -0.8474
C -3.7507 -1.7349 -0.1115
C -3.8137 -2.4314 -1.5139
C -4.8206 -3.6548 -1.4458
C -3.9543 -4.6846 -0.6980
C -2.6395 -3.8669 -0.3777
O -2.4991 -3.0580 -1.6175
C -2.9374 -2.8528 0.7464
C -1.5485 -2.4971 1.3858
O -1.3071 -2.7034 2.5791
O -0.6635 -2.1012 0.5373
H -4.7491 -1.6477 0.3712
H -3.9320 -1.7590 -2.3561
H -5.7255 -3.4388 -0.8713
H -5.0781 -4.0767 -2.4048
H -4.4758 -5.0779 0.1652
H -3.7057 -5.5504 -1.3284
H -1.7502 -4.5364 -0.2274
H -3.5803 -3.2571 1.5865
C 3.0515 -1.6737 -1.4600
N 1.8522 -0.7950 -1.6630
C 1.7886 -0.3866 -2.9108
C 0.6542 0.3631 -3.3564
C 0.3238 0.6431 -4.7341
C -0.9652 1.2228 -4.6726
C -1.2043 1.4094 -3.3123
N -0.3198 0.7862 -2.5073
C 4.3480 -0.8710 -1.3240
C 5.5721 -1.5516 -1.6483
C 6.7846 -0.8999 -1.5459
C 6.6611 0.5429 -1.5218
C 5.5054 1.1687 -1.1086
C 4.2820 0.4753 -1.0186
H 3.1586 -2.4192 -2.2745
H 2.8990 -2.1722 -0.4839
H 2.6155 -0.5839 -3.6116
H 0.8981 0.3853 -5.5841
H -1.5483 1.7189 -5.4110
H -2.0270 1.9009 -2.8426
H 5.4638 -2.5962 -2.0118
H 7.7254 -1.4968 -1.5540
H 7.6161 1.1040 -1.6531
H 5.5496 2.2446 -0.9459
H 3.4045 0.9417 -0.5553
N -0.9844 0.4564 2.1370
C -0.8063 1.8821 2.4969
C 0.2411 2.5722 1.5781
O 0.6248 3.7105 1.9403
O 0.5611 2.0363 0.4449
H -1.9641 0.3356 2.0402
H -0.6645 -0.2370 2.8308
H -0.4177 1.9333 3.5332
H -1.7567 2.4338 2.3829
C 3.3088 -2.4415 3.9599
C 3.6774 -1.1207 3.3175
C 5.1194 -1.2076 2.7882
C 3.5876 0.1391 4.2437
C 2.7205 -0.8209 2.1868
N 1.6751 -0.5524 1.6915
H 4.0507 -2.8134 4.6735
H 3.1904 -3.1288 3.1326
H 2.2681 -2.5881 4.4215
H 5.8021 -1.2945 3.6351
H 5.4228 -0.2940 2.2026
H 5.2968 -2.0891 2.0961
H 4.3026 -0.1418 5.0435
H 2.6632 0.4329 4.7795
H 4.0036 1.0163 3.6899
C -3.9301 6.3764 -0.1565
P -3.5362 4.5180 -0.2301
C -4.1397 4.0492 -1.8858
C -4.8039 3.7013 0.7519
H -4.9858 6.5618 -0.3784
H -3.2845 6.8591 -0.9732
H -3.4695 6.8027 0.7679
H -3.2914 4.1166 -2.5500
H -4.9580 4.7215 -2.2487
H -4.4843 2.9850 -1.8662
H -4.4230 3.7113 1.8282
H -4.7177 2.6691 0.4474
H -5.8311 4.0793 0.7677

Atoms 1-3, force components in eV/Å:
-0.8759 0.3113 -1.7135
1.1330 -1.0055 -0.9479
0.5348 1.0613 -0.7728



[4]
DFT (wB97M-V/def2-TZVPD) results for C3H6N4 in the gas phase in a non-equilibrium geometry.

* DFT total energy: -9163.7017 eV
* Kohn-Sham gap: 8.015 eV
* ΔE to the lowest compared entry with this formula, charge and spin: 497.3 kJ/mol

Geometry (Å):
C -1.2334 -1.3108 0.1903
C 0.1457 1.9176 0.1543
C 1.2784 -0.8655 -0.3148
N -1.8151 0.7108 -0.0586
N -2.2162 -0.5041 0.0455
N 0.0589 -0.4035 0.3939
N -0.5088 0.8109 0.1537
H -0.9304 -2.3908 0.1087
H 1.1350 2.0841 0.5552
H -0.5736 2.7601 0.0548
H 1.9838 -0.1476 -0.0225
H 1.5397 -1.8086 0.1855
H 1.1358 -0.8525 -1.4459

Atoms 1-3, force components in eV/Å:
3.9011 0.6903 0.7101
-0.9244 2.8717 0.0071
-1.7123 0.4958 -0.3133



[5]
DFT (wB97M-V/def2-TZVPD) results for a 5-piece molecular cluster, C19H33FO9P overall in a non-equilibrium geometry.

* DFT total energy: -50664.4353 eV
* Kohn-Sham gap: 6.262 eV
* charge: +1

Geometry (Å):
C -2.1498 -1.1763 -2.2865
C -2.2645 0.4147 -2.2337
O -2.0783 0.9673 -0.9220
C -3.6157 0.8434 -2.9664
P -5.1698 0.2011 -2.1191
F -6.5346 1.0297 -2.5492
H -3.1242 -1.6860 -2.5861
H -1.8364 -1.5259 -1.2524
H -1.3835 -1.4957 -3.0567
H -1.4141 0.8247 -2.8740
H -2.9242 1.1897 -0.4951
H -3.6708 1.9666 -3.1670
H -3.6039 0.3374 -3.9924
H -4.9645 0.2830 -0.7126
H -5.3293 -1.1629 -2.5565
O -2.7524 -3.6522 -1.7439
C -2.1473 -4.4516 -1.0675
O -1.3615 -5.4232 -1.5829
C -0.8822 -6.2621 -0.5207
C -0.9804 -5.4190 0.7308
C -2.1861 -4.5490 0.4348
H -1.5123 -7.1544 -0.4712
H 0.1438 -6.5663 -0.7301
H -1.0726 -6.0068 1.6360
H -0.0879 -4.7913 0.8261
H -3.1184 -5.0299 0.7352
H -2.0961 -3.5672 0.8927
O -2.3555 -5.4257 3.0135
C -2.2320 -4.4278 3.6763
O -2.3121 -3.1650 3.1751
C -2.0092 -2.2196 4.2123
C -2.2747 -2.9522 5.5078
C -1.9245 -4.3833 5.1498
H -0.9632 -1.9164 4.1126
H -2.6436 -1.3392 4.1023
H -1.7050 -2.5576 6.3495
H -3.3371 -2.8867 5.7601
H -0.8625 -4.5922 5.2977
H -2.5366 -5.0973 5.6985
O 4.3617 3.2640 -2.6993
C 3.2093 3.0693 -2.4268
O 2.7808 2.0476 -1.6387
C 1.3498 2.0380 -1.6050
C 0.9330 3.4441 -1.9765
C 2.0352 3.8690 -2.9275
H 0.9892 1.2935 -2.3223
H 1.0086 1.7609 -0.6070
H -0.0670 3.4968 -2.4103
H 0.9485 4.0821 -1.0883
H 1.8203 3.5779 -3.9582
H 2.2329 4.9379 -2.8637
O 5.7855 5.7189 3.0252
C 5.8399 5.5002 1.8459
O 5.3906 4.3557 1.2663
C 5.7055 4.3730 -0.1342
C 5.8872 5.8334 -0.4822
C 6.4441 6.4080 0.8062
H 6.6177 3.7912 -0.2941
H 4.8938 3.9174 -0.6985
H 6.5300 5.9923 -1.3487
H 4.9148 6.2877 -0.6964
H 7.5323 6.3266 0.8521
H 6.1294 7.4396 0.9568

Atoms 1-3, force components in eV/Å:
-0.0080 0.5835 0.3712
0.2538 -0.7665 -0.9269
-0.7793 -0.1212 -0.6788



[6]
DFT (wB97M-V/def2-TZVPD) results for C46H53FeN12O2SeTe2 as an isolated structure in a non-equilibrium geometry.

* DFT total energy: -184856.8314 eV
* <S²>: 6.168
* Kohn-Sham gap (alpha / beta): 5.547 / 5.764 eV
* multiplicity: 5
* ΔE to the lowest compared entry with this formula, charge and spin: 21.9 kJ/mol
* charge: -1

Geometry (Å):
Fe 0.5653 -0.0465 1.5996
C 0.3389 -4.8650 4.5825
N 0.0166 -3.7065 3.7861
C 0.6893 -2.5667 3.6240
N 0.0663 -1.8031 2.7695
C -1.0203 -2.5386 2.3974
N -1.0911 -3.7063 2.9969
C 1.0406 -5.9376 3.7875
C 0.5358 -7.2298 3.7554
C 1.1908 -8.2244 3.0313
C 2.3623 -7.9301 2.3546
C 2.8721 -6.6312 2.3983
C 2.2012 -5.6438 3.0934
C 4.1384 -6.3458 1.7261
N 4.9056 -7.1768 1.1058
N 6.0125 -6.4456 0.6892
C 5.8200 -5.2350 1.0932
O 4.6541 -5.0986 1.7555
C 6.7224 -4.0936 0.9470
C 7.9089 -4.2716 0.2350
C 8.7986 -3.2216 0.1184
C 8.5131 -1.9962 0.7128
C 7.3322 -1.8132 1.4162
C 7.0296 -0.4719 2.0451
N 5.8950 0.1926 1.4324
C 4.6943 0.5198 1.9450
N 3.9754 1.1550 1.0487
C 4.7975 1.1816 -0.0284
N 5.9738 0.6174 0.1550
C 6.4318 -2.8651 1.5233
H -0.6023 -5.2512 4.9701
H 0.9539 -4.5438 5.4247
H 1.5920 -2.2993 4.1517
H -1.7336 -2.1869 1.6742
H -0.3795 -7.4585 4.2875
H 0.7835 -9.2260 2.9976
H 2.8944 -8.6825 1.7898
H 2.5952 -4.6334 3.0940
H 8.1085 -5.2338 -0.2157
H 9.7187 -3.3513 -0.4359
H 9.2071 -1.1702 0.6174
H 7.8930 0.1834 1.9335
H 6.8080 -0.5794 3.1071
H 4.3883 0.2946 2.9551
H 4.5130 1.6259 -0.9677
H 5.4971 -2.7289 2.0555
Se 1.0943 -1.2099 -0.1830
C -2.9629 0.5116 4.4365
N -2.6639 1.9350 4.3668
C -3.7692 2.8718 4.4068
C -1.4982 2.3450 3.8813
N -0.4840 2.7063 3.4627
H -3.1289 0.2082 5.4737
H -2.1367 -0.0504 4.0122
H -3.8586 0.2902 3.8510
H -4.3612 2.7023 5.3082
H -4.4216 2.7594 3.5333
H -3.3828 3.8881 4.4250
C -0.2507 4.0074 0.8308
Te 1.0153 2.2924 0.6769
C 2.3987 3.3419 1.9342
H -0.1421 4.5690 -0.0977
H 0.0848 4.6047 1.6740
H -1.2871 3.7186 0.9677
H 2.0453 3.3231 2.9625
H 2.4481 4.3640 1.5600
H 3.3825 2.8793 1.8706
C -3.5332 0.7971 0.4045
C -2.0300 0.8450 0.5995
O -1.5639 0.2504 1.6385
N -1.2761 1.4615 -0.2586
Te -1.8259 2.7468 -2.2043
C -2.7941 4.1531 -3.6202
C -3.5488 5.2299 -3.1475
C -3.8946 5.4353 -1.6898
C -4.0351 6.1863 -4.0447
C -3.7830 6.1094 -5.4008
C -4.2938 7.1555 -6.3571
C -3.0227 5.0391 -5.8621
C -2.5236 4.0718 -5.0006
C -1.6851 2.9605 -5.5768
C -2.7717 1.0528 -3.0586
C -4.1679 0.9517 -3.1068
C -5.0885 2.0740 -2.7063
C -4.7438 -0.2334 -3.5608
C -3.9749 -1.3152 -3.9598
C -4.6131 -2.5918 -4.4404
C -2.5942 -1.1856 -3.9231
C -1.9719 -0.0200 -3.4869
C -0.4702 0.0216 -3.4781
H -3.9742 0.1975 1.2000
H -3.7695 0.3538 -0.5625
H -3.9494 1.8065 0.4298
H -3.3953 4.7149 -1.0462
H -4.9729 5.3380 -1.5373
H -3.6046 6.4368 -1.3657
H -4.6190 7.0172 -3.6578
H -4.8958 7.9009 -5.8375
H -4.9071 6.7050 -7.1400
H -3.4662 7.6728 -6.8473
H -2.8013 4.9681 -6.9234
H -1.4966 3.1273 -6.6378
H -2.1785 1.9940 -5.4618
H -0.7263 2.8931 -5.0594
H -4.6693 2.6521 -1.8823
H -6.0599 1.6811 -2.4027
H -5.2380 2.7652 -3.5386
H -5.8265 -0.3134 -3.5786
H -5.6958 -2.5593 -4.3181
H -4.2289 -3.4529 -3.8913
H -4.3982 -2.7566 -5.4985
H -1.9714 -2.0236 -4.2201
H -0.0654 -0.6694 -4.2186
H -0.0845 -0.2820 -2.4987
H -0.0895 1.0220 -3.6770
N 2.0563 0.5112 4.2713
C 1.5044 0.4858 3.2518

Atoms 1-3, force components in eV/Å:
-0.6837 -0.2193 1.0493
-0.0794 -0.0916 -0.0073
-0.2475 0.0064 -0.0865



[7]
DFT (wB97M-V/def2-TZVPD) results for C16H20CrNO2S4 as an isolated structure.

* DFT total energy: -94250.9354 eV
* <S²>: 3.854
* Kohn-Sham gap (alpha / beta): 6.477 / 7.591 eV
* multiplicity: 4
* charge: +2

Geometry (Å):
Cr 0.0604 0.0000 0.0000
C -1.2277 1.4421 2.7060
C -2.2300 1.8708 1.6440
S -1.3535 1.9565 0.0536
C -2.5718 1.6420 -1.2507
C -1.7880 1.3593 -2.5293
S -0.4054 0.1579 -2.4091
C -1.2275 -1.4420 -2.7060
C -2.2299 -1.8708 -1.6440
S -1.3534 -1.9564 -0.0536
C -2.5718 -1.6420 1.2506
C -1.7880 -1.3593 2.5293
S -0.4055 -0.1578 2.4091
H -1.7062 1.3769 3.6830
H -0.4022 2.1520 2.7874
H -2.6089 2.8672 1.8702
H -3.0745 1.1902 1.5612
H -3.1772 2.5390 -1.3775
H -3.2188 0.8221 -0.9460
H -1.3023 2.2720 -2.8757
H -2.4479 1.0183 -3.3268
H -0.4020 -2.1519 -2.7874
H -1.7060 -1.3769 -3.6830
H -2.6087 -2.8672 -1.8703
H -3.0744 -1.1902 -1.5612
H -3.1771 -2.5391 1.3775
H -3.2187 -0.8221 0.9460
H -1.3023 -2.2719 2.8757
H -2.4479 -1.0183 3.3268
O 2.2900 -1.0475 -2.0229
C 2.7481 -0.5161 -1.0441
N 1.9161 0.0000 0.0000
C 2.7481 0.5161 1.0442
O 2.2900 1.0474 2.0231
C 4.1467 0.2837 0.6385
C 5.3232 0.5661 1.3013
C 6.5122 0.2740 0.6409
C 6.5121 -0.2740 -0.6409
C 5.3231 -0.5662 -1.3013
C 4.1466 -0.2837 -0.6384
H 5.3207 0.9969 2.2935
H 7.4556 0.4764 1.1294
H 7.4554 -0.4765 -1.1297
H 5.3204 -0.9970 -2.2935

Atoms 1-3, force components in eV/Å:
-0.4589 0.0000 -0.0001
0.0354 -0.0455 -0.0213
0.0516 0.0323 -0.0346



[8]
DFT (wB97M-V/def2-TZVPD) results for CH3NO2S as an isolated structure in a non-equilibrium geometry.

* DFT total energy: -17502.6653 eV
* Kohn-Sham gap (alpha / beta): 7.961 / 7.960 eV
* ΔE to the lowest compared entry with this formula, charge and spin: 270.6 kJ/mol

Geometry (Å):
C -0.7756 0.9592 0.2174
N 0.9974 -1.1399 0.1785
O -1.7351 1.1991 -0.4372
O 2.7473 0.6710 0.2190
S 1.3727 0.3674 -0.4009
H -0.7051 0.7567 1.2417
H 1.7910 -1.7293 0.1405
H 0.1302 -1.4158 -0.2394

Atoms 1-3, force components in eV/Å:
0.6129 0.1364 -1.6828
-0.9159 1.2673 0.9265
1.5712 -0.2596 0.3298



[9]
DFT (wB97M-V/def2-TZVPD) results for a 2-piece molecular cluster, C3H11N4 overall in a non-equilibrium geometry.

* DFT total energy: -9238.7722 eV
* Kohn-Sham gap (alpha / beta): 7.499 / 7.499 eV
* ΔE to the lowest compared entry with this formula, charge and spin: 527.9 kJ/mol
* charge: +1

Geometry (Å):
C 1.2244 1.7597 -0.2068
C -0.1823 -1.2070 -0.7850
C -0.1641 1.1534 -0.4827
N -0.6066 -2.2422 2.0122
N -0.7224 -1.0214 2.2639
N -0.0372 -0.2149 -0.0208
N -0.2519 1.2337 -1.8877
H 1.5115 1.7102 0.7733
H 1.8923 1.1655 -0.9136
H 1.1497 2.7656 -0.6674
H 0.0424 -2.3076 -0.3883
H -0.2528 -1.1856 -1.8537
H 0.2090 -2.8301 1.6989
H -0.8868 1.6375 0.2136
H -1.3972 -2.9989 2.1765
H -0.5084 2.2374 -1.9364
H 0.1240 -0.3639 2.2307
H -1.1436 0.7085 -2.2263

Atoms 1-3, force components in eV/Å:
-0.5679 -0.1699 -4.1915
1.6445 -1.6798 1.2882
2.0465 -0.8568 1.9630



[10]
DFT (wB97M-V/def2-TZVPD) results for C5H10O2 in the gas phase in a non-equilibrium geometry.

* DFT total energy: -9440.2602 eV
* Kohn-Sham gap: 10.669 eV
* ΔE to the lowest compared entry with this formula, charge and spin: 268.5 kJ/mol

Geometry (Å):
O 2.8365 -0.5657 -0.8569
C 1.7657 -1.0212 -0.0762
C 0.4748 -0.2101 -0.4665
C -0.6138 -0.7255 0.4183
C -1.9153 0.3374 0.2919
C -1.1499 1.6321 0.0752
O 0.5181 1.1787 -0.2081
H 2.7311 0.3936 -0.8107
H 1.9873 -0.9212 1.0031
H 1.6635 -2.1070 -0.2823
H 0.3168 -0.4280 -1.5433
H -0.2545 -0.6032 1.4509
H -0.7966 -1.7861 0.2048
H -2.4875 0.2786 1.2342
H -2.5973 0.0765 -0.5351
H -1.1233 2.2981 0.9462
H -1.3557 2.1729 -0.8455

Atoms 1-3, force components in eV/Å:
0.3387 0.4732 -0.0448
-0.5223 0.4943 -0.0337
-0.1150 -0.8755 0.4107



[11]
DFT (wB97M-V/def2-TZVPD) results for C5H6LiO4Sn as an isolated structure in a non-equilibrium geometry.

* DFT total energy: -19500.6412 eV
* Kohn-Sham gap: 6.970 eV
* charge: +1

Geometry (Å):
O 1.1626 -1.5889 2.6316
C 0.5031 -1.5783 1.5648
O 0.5511 -2.4945 0.7105
O -0.3012 -0.5086 1.3839
C -0.9866 -0.3665 0.1422
Li 1.8329 -3.3119 1.9752
H -1.8768 0.2349 0.3697
H -1.3371 -1.3465 -0.1989
C -0.0738 -0.1929 -1.9942
C -0.0331 0.4630 -0.8042
H 0.0699 -1.2712 -2.0787
H -0.1223 0.3882 -2.9238
Sn 0.1475 2.8531 1.6783
O -0.8078 2.4908 0.2168
C 0.0895 1.9504 -0.6974
H 0.0092 2.4325 -1.6878
H 1.1731 1.8466 -0.2879

Atoms 1-3, force components in eV/Å:
0.1544 0.0053 -0.0939
0.4648 -0.6671 0.4508
-0.0074 0.0015 -0.1985